Record 1
Here is an isolated molecule of C5H6O3 from the OMol25 dataset. Energies are from the ωB97M-V functional and the def2-TZVPD basis.

Structure (XYZ):
```
14
Properties=species:S:1:pos:R:3:forces:R:3
C -1.131010 -1.791664 -0.816357 -0.52 1.56 0.79
C -0.965038 -0.242279 -0.753019 -0.85 -1.62 1.98
C 0.560385 0.284138 -0.418994 -3.65 0.99 -10.12
C 1.279390 0.682102 1.482923 -0.18 -1.56 0.63
C 0.653771 1.760881 1.027132 2.84 -0.66 5.11
H -1.896843 -2.364770 -1.311162 -0.68 0.74 -0.80
H -0.317230 -2.535378 -0.747378 0.44 1.12 0.59
H -1.672846 0.654119 -1.236837 1.93 -2.93 1.19
H 1.012512 0.321441 -1.501050 -0.86 -0.73 1.32
H 1.471619 0.212128 2.401497 0.43 0.07 1.05
H 0.778334 2.721574 1.335713 -0.49 2.47 1.85
O -1.646245 -1.126689 0.368160 1.95 1.22 -2.32
O 1.394972 -0.242516 0.363745 1.86 -1.20 4.80
O 0.478230 1.666912 -0.194373 -2.20 0.52 -6.06
```
Positions in Å, forces in eV/Å.

## Properties
**HOMO level**: -0.3075 hartree
**Charge**: 0
**Kohn-Sham gap**: 9.3 eV

Quick look at the Mulliken charges, all values in e: number 1, C, carries -0.485; number 2, C, carries 0.077; number 3, C, carries 0.321; number 4, C, carries -0.458; number 5, C, carries -0.116; number 6, H, carries 0.268; number 7, H, carries 0.185; number 8, H, carries 0.284; number 9, H, carries 0.197; number 10, H, carries 0.385; number 11, H, carries 0.402; number 12, O, carries -0.406; number 13, O, carries -0.332; number 14, O, carries -0.321

Record 2
Here is C20H31AsBN9O2V as an isolated structure from the OMol25 dataset. Energies are from the ωB97M-V functional and the def2-TZVPD basis.

Structure (XYZ):
```
65
Properties=species:S:1:pos:R:3:forces:R:3
V 13.187548 -12.150627 -1.404929 3.38 2.85 -1.89
C 11.555604 -9.267044 -3.935052 1.02 -0.84 2.20
C 12.671601 -9.734412 -3.197240 -0.69 -0.06 -0.73
N 12.235344 -10.577469 -2.226362 -0.35 0.97 -1.79
N 10.850163 -10.622322 -2.334121 0.11 -0.51 -0.19
C 10.449069 -9.824442 -3.346346 0.18 0.10 0.29
B 10.163460 -11.888269 -1.697698 -2.32 0.78 -1.13
N 10.778406 -13.156873 -2.361304 0.23 -0.95 -1.05
C 10.277278 -13.696434 -3.502510 0.00 1.50 1.04
C 11.311899 -13.951326 -4.386963 0.29 -1.75 1.82
C 12.464665 -13.884245 -3.561773 -1.10 0.97 -1.01
N 12.163877 -13.312100 -2.372381 -2.51 -2.01 -2.47
N 10.590648 -11.930140 -0.293979 1.28 1.26 3.52
C 9.987464 -11.401581 0.800113 2.29 -0.54 0.13
C 11.002940 -11.182678 1.786854 -0.49 -0.60 -0.99
C 12.229078 -11.561088 1.207866 -0.90 0.59 -0.35
N 11.954322 -11.983982 -0.068769 -2.25 0.01 3.34
N 8.561713 -11.811203 -1.799443 1.48 0.28 -1.56
C 7.604801 -12.513318 -1.182751 -2.45 -0.82 0.03
C 6.397253 -12.416835 -1.908341 0.50 -0.05 -0.19
C 6.748965 -11.610943 -3.026896 0.48 -0.87 0.53
N 8.043115 -11.282531 -2.964184 -0.36 0.18 -0.44
H 11.541223 -8.472375 -4.589946 0.10 1.25 -1.57
H 13.736493 -9.516910 -3.445580 -1.07 -0.41 0.81
H 9.405327 -9.643904 -3.554014 0.15 -0.34 0.06
H 9.193787 -13.797890 -3.506926 0.26 0.20 -0.67
H 11.143927 -14.471432 -5.302934 0.42 -0.03 -0.53
H 13.476612 -14.104141 -3.850082 0.19 -0.05 0.17
H 8.923435 -11.229509 0.763383 0.05 0.08 0.33
H 10.813744 -10.882210 2.795420 0.08 0.29 0.21
H 13.305648 -11.405788 1.580050 -2.03 -0.53 -0.56
H 7.753769 -13.061228 -0.272874 0.25 -0.10 0.21
H 5.388203 -12.888126 -1.805692 1.36 0.49 0.46
H 6.076533 -11.410397 -3.891163 1.00 0.26 0.80
N 14.604491 -13.176001 -0.435331 0.63 -1.98 0.67
C 15.741204 -13.432270 -1.364950 1.43 -0.29 -0.12
C 15.772672 -12.386804 -2.532991 1.71 0.33 -0.64
O 16.748418 -12.315286 -3.303567 -1.88 -0.76 1.44
O 14.741471 -11.604495 -2.564872 -0.19 -0.56 0.30
H 14.896849 -12.800829 0.466438 0.30 0.08 -0.23
H 14.167197 -14.077305 -0.183114 0.29 0.40 -0.05
H 15.727527 -14.475001 -1.757151 -0.42 0.75 0.13
H 16.708307 -13.404583 -0.817219 -0.57 0.27 -0.37
C 20.127918 -14.008538 -4.927731 0.16 -0.41 -0.78
C 18.956438 -14.669797 -4.210371 -0.32 -1.31 1.08
As 17.580498 -15.363044 -5.427617 2.45 1.90 -2.38
C 18.796350 -16.305214 -6.726132 -0.18 0.43 0.33
C 18.052502 -16.619784 -8.010942 -0.79 -0.91 0.56
C 17.207207 -13.700717 -6.602812 -0.94 0.22 2.36
C 15.692296 -13.518584 -6.652274 -0.17 -0.18 0.02
H 20.900382 -14.752790 -5.143695 -0.14 0.19 -0.24
H 20.618149 -13.217484 -4.350908 -0.46 -0.16 0.19
H 19.759454 -13.552369 -5.864155 0.52 -0.08 0.33
H 18.460278 -13.956879 -3.603544 -0.62 0.66 0.74
H 19.156518 -15.574348 -3.588300 0.46 0.85 -0.30
H 19.218668 -17.124998 -6.173201 0.31 -0.53 -0.13
H 19.586884 -15.515943 -6.848986 -0.79 -0.54 0.19
H 17.523418 -17.624071 -7.901118 0.63 1.39 -0.43
H 18.692640 -16.605320 -8.898129 -0.05 -0.18 0.26
H 17.315595 -15.812123 -8.114165 -0.05 -0.48 -0.55
H 17.677182 -13.730018 -7.571770 0.22 -0.53 -0.23
H 17.665344 -12.890203 -5.984498 -0.30 -0.62 -0.44
H 15.208489 -14.432157 -7.067673 0.06 0.90 0.13
H 15.462229 -12.626149 -7.215786 -0.19 0.00 -0.65
H 15.267159 -13.268757 -5.668957 0.29 -0.46 -0.03
```
Positions in Å, forces in eV/Å.

## Properties
**HOMO level (alpha / beta)**: -0.4918 / -0.4921 hartree
**2S+1**: 4
**Charge**: +2
**Kohn-Sham gap (alpha / beta)**: 7.1 / 4.3 eV

Quick look at the Mulliken charges, all values in e: number 1, V, carries 0.396; number 2, C, carries -1.213; number 3, C, carries -0.078; number 4, N, carries -0.492; number 5, N, carries 0.585; number 6, C, carries 0.094; number 7, B, carries 0.576; number 8, N, carries 0.397; number 9, C, carries 0.183; number 10, C, carries -1.478; number 11, C, carries -0.118; number 12, N, carries -0.078; number 13, N, carries 0.083; number 14, C, carries -0.006; number 15, C, carries -1.273; number 16, C, carries 0.022; number 17, N, carries -0.071; number 18, N, carries 0.428; number 19, C, carries -0.185; number 20, C, carries -0.767; number 21, C, carries -0.200; number 22, N, carries -0.976; number 23, H, carries 0.481; number 24, H, carries 0.422; number 25, H, carries 0.523; number 26, H, carries 0.480; number 27, H, carries 0.436; number 28, H, carries 0.537; number 29, H, carries 0.590; number 30, H, carries 0.433; number 31, H, carries 0.287; number 32, H, carries 0.550; number 33, H, carries 0.361; number 34, H, carries 0.378; number 35, N, carries -0.493; number 36, C, carries -0.686; number 37, C, carries 0.503; number 38, O, carries -0.666; number 39, O, carries -0.406; number 40, H, carries 0.370; number 41, H, carries 0.343; number 42, H, carries 0.267; number 43, H, carries 0.454; number 44, C, carries -1.272; number 45, C, carries -0.209; number 46, As, carries 0.515; number 47, C, carries -0.753; number 48, C, carries -0.936; number 49, C, carries -0.892; number 50, C, carries -1.059; number 51, H, carries 0.327; number 52, H, carries 0.364; number 53, H, carries 0.364; number 54, H, carries 0.135; number 55, H, carries 0.524; number 56, H, carries 0.571; number 57, H, carries 0.398; number 58, H, carries 0.301; number 59, H, carries 0.334; number 60, H, carries 0.246; number 61, H, carries 0.638; number 62, H, carries 0.542; number 63, H, carries 0.322; number 64, H, carries 0.426; number 65, H, carries 0.122

Energy? In order: -11418.7799 -125937.2700 eV.
Max |F|? In order: 10.8 4.8 eV/Å.